Computed, not measured: a molecular structure, C35H38Br4N7O3S5Tl in a non-equilibrium geometry, with wB97M-V/def2-TZVPD.

lowest unoccupied orbital energy = 0.1207 Ha
calculated total energy = -392525.959 eV
net charge = -2
gap between HOMO and LUMO = 5.74 eV

Each line ends with the Mulliken charge.
Element x y z (Å)
Tl (0.31, 0.47, -2.30)  0.657
Br (-0.93, 4.60, -8.27)  -0.226
C (-0.90, 3.07, -7.08)  -0.338
C (-0.93, 1.81, -7.59)  0.297
Br (-1.34, 1.56, -9.49)  -0.242
C (-0.68, 0.67, -6.76)  -0.379
Br (-0.40, -0.97, -7.63)  -0.181
C (-0.44, 0.83, -5.37)  0.894
O (-0.04, -0.15, -4.61)  -0.869
C (-0.61, 2.18, -4.78)  0.276
O (-0.55, 2.37, -3.48)  -0.726
C (-0.65, 3.23, -5.68)  0.015
Br (-0.38, 5.02, -5.06)  -0.226
S (5.80, 0.06, 0.24)  -0.471
C (5.16, -1.45, -0.10)  0.080
N (3.89, -1.78, -0.28)  -0.274
C (3.74, -3.09, -0.70)  -0.081
C (2.51, -3.66, -1.06)  -0.780
C (2.52, -4.97, -1.56)  -0.429
C (3.67, -5.67, -1.69)  -0.569
C (4.88, -5.11, -1.27)  -0.090
C (4.93, -3.84, -0.76)  0.426
S (6.29, -2.83, -0.36)  -0.307
H (1.64, -3.18, -0.84)  0.690
H (1.54, -5.35, -1.84)  0.360
H (3.72, -6.70, -2.07)  0.305
H (5.81, -5.74, -1.37)  0.241
C (1.93, 3.63, -1.92)  -0.600
C (2.47, 4.72, -1.00)  -0.442
C (1.79, 4.67, 0.46)  -0.997
S (1.28, 3.11, 1.15)  0.826
O (0.95, 3.44, 2.58)  -0.771
C (2.79, 2.10, 1.32)  -0.011
C (3.82, 2.65, 2.28)  -0.627
C (4.79, 3.64, 1.69)  -1.173
H (2.25, 3.72, -2.95)  0.455
H (0.88, 3.83, -1.93)  0.283
H (2.18, 2.65, -1.52)  -0.214
H (2.33, 5.70, -1.45)  0.415
H (3.57, 4.59, -0.87)  0.192
H (0.84, 5.21, 0.46)  0.517
H (2.53, 5.13, 1.14)  0.303
H (3.19, 1.86, 0.32)  0.205
H (2.42, 1.13, 1.75)  0.014
H (4.47, 1.77, 2.61)  0.357
H (3.25, 3.00, 3.16)  0.355
H (5.33, 3.32, 0.80)  0.199
H (5.53, 3.78, 2.53)  0.345
H (4.43, 4.65, 1.58)  0.377
C (-5.18, -1.75, 1.74)  -0.884
N (-4.80, -2.81, 0.78)  -0.275
C (-3.65, -2.87, 0.03)  0.287
S (-2.73, -4.30, -0.14)  -0.435
N (-3.16, -1.77, -0.50)  0.088
C (-3.81, -0.49, -0.58)  -1.216
H (-5.42, -2.30, 2.68)  0.340
H (-6.11, -1.20, 1.41)  0.281
H (-4.32, -1.08, 1.92)  0.262
H (-5.12, -3.73, 1.01)  0.304
H (-2.30, -1.85, -1.10)  0.105
H (-3.67, 0.03, -1.52)  0.387
H (-3.34, 0.16, 0.20)  0.337
H (-4.85, -0.54, -0.39)  0.419
S (-0.11, -2.28, 6.01)  -0.277
C (0.12, -1.59, 4.38)  0.415
C (-0.36, -0.33, 4.02)  -0.405
C (-0.30, 0.05, 2.70)  -0.605
N (0.20, -0.80, 1.74)  0.025
C (0.70, -1.93, 2.12)  0.219
C (0.73, -2.37, 3.43)  -0.625
C (-1.28, -3.59, 5.66)  0.536
C (-1.54, -4.49, 6.63)  -0.498
C (-2.44, -5.51, 6.35)  -0.250
N (-3.07, -5.69, 5.21)  -0.584
C (-2.82, -4.74, 4.25)  -0.532
C (-1.95, -3.70, 4.40)  -0.403
H (-0.90, 0.28, 4.73)  0.440
H (-0.74, 0.98, 2.43)  0.535
H (1.18, -2.48, 1.26)  -0.093
H (1.13, -3.36, 3.70)  0.401
H (-1.05, -4.50, 7.57)  0.419
H (-2.62, -6.36, 7.09)  0.278
H (-3.35, -4.85, 3.34)  0.552
H (-1.73, -3.13, 3.52)  0.448
N (-2.99, 4.39, -2.33)  0.016
C (-4.07, 3.65, -2.72)  -0.171
C (-4.67, 3.27, -1.50)  -0.458
N (-3.94, 3.77, -0.44)  -0.594
C (-3.00, 4.48, -0.98)  -0.182
H (-2.13, 4.55, -2.96)  0.184
H (-4.38, 3.42, -3.76)  0.365
H (-5.60, 2.71, -1.36)  0.407
H (-2.18, 4.98, -0.48)  0.370